Record 1
This record from OMol25 describes C27H40NP2PbS3 as an isolated structure at a distorted geometry. The level of theory is wB97M-V/def2-TZVPD.

CARTESIAN COORDINATES (ANGSTROEM)
Pb1 -0.0159 -1.8530 0.6824
C1 3.4680 1.5532 -1.8293
C2 2.5825 0.3177 -2.0690
C3 1.1679 0.7310 -2.6068
P1 2.4812 -0.7425 -0.5556
C4 3.9483 -1.8670 -0.4003
C5 5.1034 -1.4753 -1.3794
C6 3.4980 -3.3346 -0.5895
C7 2.4940 0.3856 0.8183
C8 3.6937 0.6762 1.4512
C9 3.7962 1.7331 2.3776
C10 5.1372 2.2550 2.7881
C11 2.6428 2.2845 2.9313
C12 1.3922 1.8863 2.4083
C13 1.2971 1.0029 1.3233
N1 0.1017 0.6318 0.7252
C14 -0.9703 1.4405 0.5731
C15 -0.9086 2.8887 0.6996
C16 -2.0408 3.6028 0.9525
C17 -3.3177 2.9745 0.9542
C18 -4.5659 3.6893 1.4296
C19 -3.3929 1.6286 0.5746
C20 -2.2651 0.8871 0.3042
P2 -2.4208 -0.8049 -0.2852
C21 -2.2688 -0.9637 -2.1269
C22 -3.3323 -0.0644 -2.8204
C23 -2.2354 -2.4002 -2.6269
C24 -4.0917 -1.3030 0.3299
C25 -3.9675 -2.6777 0.9931
C26 -5.3361 -1.2953 -0.5773
H1 3.8582 1.8582 -2.7919
H2 4.3208 1.4346 -1.1204
H3 2.8542 2.4111 -1.4772
H4 3.0926 -0.3065 -2.7890
H5 0.5555 1.0793 -1.7670
H6 0.6649 -0.1194 -3.1265
H7 1.2484 1.5157 -3.3535
H8 4.2435 -1.7325 0.6280
H9 4.6856 -1.5849 -2.4277
H10 5.9305 -2.2064 -1.3332
H11 5.5194 -0.4619 -1.2917
H12 2.6636 -3.4477 -1.2969
H13 3.1741 -3.7472 0.3692
H14 4.3068 -4.0003 -0.9944
H15 4.6119 0.1671 1.0655
H16 5.3311 2.1649 3.8950
H17 5.2477 3.2990 2.5305
H18 5.9386 1.6986 2.2276
H19 2.6567 3.0009 3.7418
H20 0.4694 2.2849 2.8483
H21 0.1010 3.3469 0.7901
H22 -1.9653 4.6696 1.1607
H23 -4.2517 4.5780 1.9652
H24 -5.2238 3.1049 2.0797
H25 -5.1880 4.0130 0.5620
H26 -4.3741 1.2315 0.3518
H27 -1.3216 -0.5054 -2.3686
H28 -4.2526 -0.6366 -3.0641
H29 -2.8588 0.1429 -3.8186
H30 -3.4744 0.8721 -2.3174
H31 -3.2451 -2.8518 -2.4670
H32 -1.4066 -3.0021 -2.2435
H33 -2.0499 -2.3078 -3.7096
H34 -4.2530 -0.6264 1.1702
H35 -3.3288 -3.4260 0.4934
H36 -4.9825 -3.1133 1.0131
H37 -3.6067 -2.6182 2.0295
H38 -5.3118 -2.0944 -1.4049
H39 -5.4524 -0.3400 -1.0994
H40 -6.2461 -1.4316 0.0296
S1 -0.0525 -4.4474 4.6127
C27 -0.0782 -3.5281 3.2451
S2 0.1539 -1.8119 3.3019
S3 -0.3787 -4.3127 1.7018

As for the HOMO-LUMO gap: 5.54 eV. The net charge is -1.

Record 2
This record from OMol25 describes C27H41BrN2P2Pd as an isolated structure at a distorted geometry. The level of theory is wB97M-V/def2-TZVPD.

CARTESIAN COORDINATES (ANGSTROEM)
C1 -0.7053 4.5789 -2.5979
C2 -0.8152 3.4471 -3.4287
C3 -0.8690 3.6308 -4.8233
C4 -0.8313 4.9505 -5.3077
N1 -0.7334 6.0011 -4.5014
C5 -0.6496 5.8422 -3.1851
C6 -0.8456 2.1576 -2.7432
C7 -0.8951 1.8412 -1.4720
C8 -1.2798 2.1415 -0.1292
C9 -0.3516 1.8575 0.8855
C10 -0.8108 1.4788 2.1366
C11 -2.1974 1.2862 2.3252
C12 -3.1083 1.8440 1.4092
C13 -2.6556 2.2478 0.1676
Pd1 -0.4496 0.2961 -2.5432
P1 2.3024 -0.9756 1.1037
H1 -0.9233 2.7988 -5.5217
H2 -0.6719 4.4915 -1.5116
H3 -0.8654 5.1569 -6.3840
H4 -0.5295 6.7343 -2.5609
H5 -3.3696 2.4788 -0.6238
H6 0.7127 1.8821 0.6419
H7 -4.1731 1.8601 1.6350
H8 -0.1044 1.2658 2.9308
C14 2.4599 -2.6068 1.9827
C15 3.5400 -3.5911 1.5537
H9 1.4683 -3.0734 1.8811
H10 2.5512 -2.3315 3.0421
H11 3.5515 -4.4261 2.2651
H12 3.3456 -4.0115 0.5590
H13 4.5412 -3.1477 1.5610
C16 3.1690 -1.2790 -0.4988
C17 3.3319 0.0033 -1.3134
H14 2.5677 -2.0127 -1.0561
H15 4.1401 -1.7408 -0.2768
H16 3.4843 -0.2584 -2.3655
H17 2.4457 0.6562 -1.2680
H18 4.2085 0.5839 -0.9915
C18 3.5949 0.0542 1.9437
C19 4.9993 -0.5232 2.0433
H19 3.1683 0.2352 2.9420
H20 3.6187 1.0195 1.4156
H21 5.6600 0.2300 2.4893
H22 5.0408 -1.4110 2.6832
H23 5.4250 -0.7764 1.0654
Br1 -2.8526 0.2411 3.6693
P2 -2.1138 -1.8596 -1.4757
C20 -0.3616 -1.8964 -0.7963
C21 0.0808 -3.3584 -0.6755
H24 -0.3533 -1.3712 0.1715
H25 0.3193 -1.3655 -1.5073
H26 1.1463 -3.4270 -0.4250
H27 -0.4906 -3.8768 0.1041
H28 -0.0706 -3.8874 -1.6265
C22 -2.8865 -2.1571 0.2001
C23 -4.1406 -3.0256 0.1147
H29 -3.1136 -1.1807 0.6558
H30 -2.1533 -2.6403 0.8615
H31 -4.6247 -3.0708 1.0987
H32 -4.8630 -2.6353 -0.6113
H33 -3.8900 -4.0507 -0.1813
C24 -3.1598 -0.3744 -1.8965
C25 -3.2019 -0.1290 -3.4057
H34 -2.6963 0.4793 -1.3963
H35 -4.1569 -0.5144 -1.4660
H36 -2.8184 0.8767 -3.6172
H37 -2.5646 -0.8352 -3.9530
H38 -4.2259 -0.2079 -3.7793
C26 0.0631 -0.0213 6.1552
C27 0.7249 -0.2688 4.8879
N2 1.2521 -0.4634 3.8749
H39 0.7717 -0.1143 6.9884
H40 -0.7494 -0.7438 6.3020
H41 -0.3630 0.9914 6.1701

Its spin multiplicity is 5. As for the HOMO-LUMO gap (spin up / spin down): 8.07 / 5.14 eV. The net charge is +4.

Record 3
This record from OMol25 describes a 6-piece molecular cluster, C27H41ClF5NO21P2 overall at a distorted geometry. The level of theory is wB97M-V/def2-TZVPD.

CARTESIAN COORDINATES (ANGSTROEM)
C1 5.1699 -2.8362 -1.2885
C2 5.3574 -2.4100 0.1517
O1 4.1150 -2.0537 0.7671
C3 3.9643 -0.6813 1.0399
C4 3.7869 0.1578 -0.2030
O2 2.8514 1.1908 0.0397
C5 2.6177 1.9545 -1.1279
C6 1.2774 1.6720 -1.8292
O3 0.6738 0.4368 -1.4540
C7 -0.7032 0.5826 -1.1012
P1 -0.5062 1.4211 0.5668
O4 -0.2309 0.1606 1.5170
Cl1 -2.4358 1.8014 1.1359
C8 -1.4572 -0.7205 -1.4618
N1 -1.5432 -0.7564 -2.9443
C9 -2.9067 -0.7310 -0.9620
C10 -3.3291 -1.8073 -0.0270
C11 -3.0447 -1.6968 1.4600
O5 -4.2987 -1.5146 0.8855
P2 -0.5955 -2.3939 -1.1526
C12 0.5240 -2.5368 -2.5737
O6 0.4687 -2.1924 0.0607
H1 6.0623 -2.6267 -1.8645
H2 4.3302 -2.3301 -1.7394
H3 4.9937 -3.9011 -1.3533
H4 5.7156 -3.2743 0.6935
H5 6.0642 -1.5962 0.2435
H6 3.0999 -0.5754 1.6816
H7 4.8252 -0.3313 1.6036
H8 3.4648 -0.4576 -1.0403
H9 4.7367 0.6062 -0.4868
H10 2.6195 2.9960 -0.8407
H11 3.4298 1.8137 -1.8298
H12 1.4619 1.6206 -2.8965
H13 0.5946 2.4856 -1.6340
H14 -1.1436 1.3561 -1.7306
H15 0.7147 -0.0103 1.4675
H16 -2.2875 -0.1519 -3.2485
H17 -0.7018 -0.3853 -3.3648
H18 -3.1980 0.1967 -0.4914
H19 -3.5448 -0.8742 -1.8319
H20 -3.3292 -2.8139 -0.4360
H21 -2.7331 -2.6864 1.7428
H22 -2.4617 -0.8094 1.5800
H23 1.2868 -3.2563 -2.3132
H24 0.9993 -1.6036 -2.8471
H25 -0.0567 -2.8811 -3.4146
H26 1.3518 -1.9523 -0.2201
C13 3.1110 6.8042 -0.4032
C14 2.2722 7.4509 -1.4904
O7 2.6845 6.7379 -2.6439
C15 3.1043 5.5033 -2.2578
O8 3.2795 4.5875 -2.9823
O9 3.2786 5.4767 -0.9175
F1 2.5463 8.7665 -1.6483
H27 4.0829 7.2915 -0.3261
H28 2.6310 6.7796 0.5697
H29 1.1952 7.3315 -1.3661
C16 -3.7499 -1.3246 -6.6019
C17 -4.9923 -0.4508 -6.6361
O10 -4.7357 0.4648 -5.5834
C18 -3.3888 0.5801 -5.4430
O11 -2.8456 1.4304 -4.8240
O12 -2.7626 -0.4079 -6.1112
F2 -6.1248 -1.1413 -6.3704
H30 -3.8720 -2.1425 -5.8915
H31 -3.4589 -1.7161 -7.5712
H32 -5.1333 0.1061 -7.5634
C19 -7.2223 -1.5820 2.7386
C20 -7.0687 -0.1423 3.1770
O13 -8.1424 0.0086 4.0965
C21 -8.4090 -1.2184 4.6371
O14 -9.0620 -1.3969 5.6040
O15 -7.8015 -2.1794 3.9124
F3 -7.2300 0.7340 2.1558
H33 -7.9175 -1.6673 1.9036
H34 -6.2807 -2.0557 2.4788
H35 -6.1321 0.0753 3.6824
C22 9.8076 -4.8279 2.0458
C23 9.4580 -4.9121 0.5718
O16 8.5370 -3.8442 0.4193
C24 8.8275 -2.9055 1.3693
O17 8.4215 -1.7971 1.3746
O18 9.6539 -3.4265 2.3012
F4 8.8534 -6.0791 0.2463
H36 9.0920 -5.3925 2.6438
H37 10.8178 -5.1496 2.2773
H38 10.2995 -4.7544 -0.1042
C25 -5.9980 2.7883 5.7113
C26 -4.9970 1.6478 5.7120
O19 -3.9290 2.1897 6.4559
C27 -4.4366 3.1228 7.3171
O20 -3.8563 3.5806 8.2341
O21 -5.7035 3.4304 6.9573
F5 -4.5681 1.3482 4.4542
H39 -5.7973 3.4740 4.8877
H40 -7.0338 2.4630 5.6775
H41 -5.3539 0.7366 6.1957

As for the HOMO-LUMO gap: 8.35 eV.

These records have total energy values of -86470.4422, -123694.3975, -117837.1414 eV, in the order they appear.